No. 1
{"formula": "C10H14BIrN7O3", "method": "ωB97M-V with the def2-TZVPD basis set", "symbols": ["H", "N", "B", "N", "C", "Ir", "H", "C", "H", "C", "H", "C", "H", "H", "H", "N", "N", "N", "N", "C", "C", "H", "H", "C", "C", "C", "C", "H", "H", "H", "H", "H", "O", "N", "O", "O"], "coordinates": [[-0.327, 2.899, 0.789], [0.113, 1.648, -0.829], [0.766, 0.800, -3.131], [0.576, 1.910, -2.094], [0.912, 3.202, -2.219], [-0.476, -0.284, -0.346], [1.428, 3.491, -3.124], [0.573, 3.852, -1.039], [0.713, 4.891, -0.829], [0.067, 2.853, -0.195], [1.258, 1.174, -4.160], [-1.816, -2.682, 1.055], [-2.155, -2.415, 2.073], [-1.034, -3.453, 1.115], [-2.659, -3.121, 0.501], [-0.631, 0.181, -3.275], [1.593, -0.322, -2.484], [-1.263, -0.298, -2.135], [1.257, -0.875, -1.268], [-1.440, 0.027, -4.331], [2.739, -0.856, -2.921], [-1.132, 0.356, -5.315], [3.186, -0.392, -3.778], [-2.631, -0.544, -3.895], [3.145, -1.845, -2.034], [-2.515, -0.728, -2.515], [2.204, -1.834, -0.990], [-3.482, -0.772, -4.517], [4.025, -2.453, -2.152], [-3.214, -1.101, -1.771], [2.099, -2.452, -0.110], [-1.415, -1.739, 0.506], [0.646, 1.186, 2.854], [-0.007, 0.188, 2.625], [-0.124, -0.865, 3.215], [-0.980, 0.375, 1.380]], "s2": 8.77, "charge": 2, "spin_multiplicity": 6, "gap_ev": [9.1, 4.9], "homo_energy_ha": [-0.5895, -0.5962]}



No. 2
{"formula": "C3H6O2", "method": "ωB97M-V with the def2-TZVPD basis set", "symbols": ["C", "C", "O", "C", "O", "H", "H", "H", "H", "H", "H"], "coordinates": [[-1.106, 0.820, -0.032], [-0.421, -0.174, 0.533], [0.319, -1.196, -1.501], [0.969, 0.059, 1.023], [1.985, 0.063, 0.364], [-2.164, 0.717, -0.240], [-0.628, 1.775, -0.237], [-0.253, -0.413, -1.559], [-0.865, -1.134, 0.788], [1.174, -0.816, -1.239], [0.991, 0.297, 2.102]], "smiles": "C=CC=O.O", "charge": 0, "de_lowest_kj_mol": 210.6, "gap_ev": 10.6, "homo_energy_ha": -0.3656}



No. 3
{"formula": "C3H11N2O", "method": "ωB97M-V with the def2-TZVPD basis set", "symbols": ["C", "C", "C", "N", "N", "H", "H", "H", "H", "H", "H", "H", "H", "H", "H", "H", "O"], "coordinates": [[-0.986, 2.284, -0.409], [-0.372, 0.990, -0.023], [-1.049, 0.202, 0.826], [-0.489, -1.110, 1.236], [0.818, 0.679, -0.596], [-1.061, 2.416, -1.487], [-1.943, 2.474, 0.039], [-0.365, 3.118, -0.081], [-2.032, 0.386, 1.217], [-1.082, -1.909, 0.989], [0.383, -1.246, 0.712], [-0.268, -1.255, 2.218], [1.183, 1.309, -1.284], [1.142, -0.264, -0.557], [2.808, -2.506, -0.782], [1.467, -3.039, -1.370], [1.846, -2.528, -0.649]], "charge": 1, "de_lowest_kj_mol": 114.0, "gap_ev": 9.6, "homo_energy_ha": -0.4737}



No. 4
{"formula": "C13H29CoN6O3", "method": "ωB97M-V with the def2-TZVPD basis set", "symbols": ["Co", "C", "O", "C", "O", "N", "N", "H", "H", "H", "H", "H", "H", "C", "N", "C", "C", "N", "H", "H", "H", "H", "H", "H", "C", "C", "O", "H", "H", "H", "C", "C", "N", "C", "C", "C", "C", "N", "H", "H", "H", "H", "H", "H", "H", "H", "H", "H", "H", "H", "H", "H"], "coordinates": [[-0.644, 0.490, -0.222], [-0.207, 5.570, 0.404], [-0.231, 4.297, 1.076], [-0.541, 3.200, 0.436], [-0.471, 2.116, 1.012], [-0.926, 3.294, -0.870], [-1.329, 2.102, -1.499], [0.194, 6.267, 1.130], [-1.218, 5.877, 0.133], [0.450, 5.533, -0.465], [-1.161, 4.174, -1.299], [-0.932, 2.054, -2.432], [-2.344, 2.067, -1.565], [1.870, -4.376, -0.542], [0.683, -4.050, 0.233], [-0.247, -5.146, 0.406], [0.422, -2.879, 0.817], [1.366, -1.964, 0.722], [2.420, -5.190, -0.065], [2.517, -3.506, -0.614], [1.592, -4.695, -1.549], [0.248, -6.010, 0.857], [-0.663, -5.464, -0.556], [-1.050, -4.815, 1.060], [2.850, -0.087, 0.999], [1.680, -0.795, 0.368], [1.072, -0.121, -0.618], [3.753, -0.270, 0.413], [3.023, -0.446, 2.011], [2.672, 0.988, 1.006], [-4.740, -2.576, -0.812], [-3.518, -3.249, -0.199], [-3.061, -2.630, 1.045], [-3.378, -3.324, 2.295], [-4.758, -2.985, 2.837], [-2.365, -1.496, 1.023], [-1.880, -0.918, 2.316], [-2.049, -0.867, -0.090], [-5.048, -3.112, -1.709], [-4.542, -1.540, -1.089], [-5.574, -2.577, -0.112], [-2.679, -3.281, -0.901], [-3.747, -4.289, 0.031], [-2.603, -3.108, 3.026], [-3.305, -4.393, 2.091], [-4.882, -1.907, 2.948], [-4.899, -3.446, 3.814], [-5.546, -3.352, 2.179], [-1.080, -1.566, 2.681], [-2.672, -0.845, 3.059], [-1.469, 0.077, 2.160], [-2.349, -1.348, -0.928]], "s2": 3.76, "charge": 1, "spin_multiplicity": 4, "de_lowest_kj_mol": 0.0, "gap_ev": [6.8, 6.8], "homo_energy_ha": [-0.3512, -0.3520]}



No. 5
{"formula": "C23H17CdCl5N2O3", "method": "ωB97M-V with the def2-TZVPD basis set", "symbols": ["Cd", "O", "C", "C", "C", "C", "C", "C", "C", "N", "C", "C", "N", "C", "C", "C", "C", "C", "C", "C", "O", "H", "H", "H", "H", "H", "H", "H", "H", "H", "H", "H", "H", "H", "H", "Cl", "C", "C", "C", "Cl", "C", "Cl", "C", "Cl", "C", "Cl", "C", "O", "H", "H", "H"], "coordinates": [[0.086, 0.041, 0.245], [-0.842, 1.201, 2.209], [-1.089, 0.722, 3.342], [-2.339, 0.995, 4.014], [-2.601, 0.522, 5.267], [-1.664, -0.255, 5.987], [-0.467, -0.543, 5.380], [-0.162, -0.100, 4.082], [1.121, -0.413, 3.532], [1.507, -0.214, 2.326], [2.907, -0.488, 2.050], [3.060, -1.065, 0.653], [2.436, -0.164, -0.286], [3.060, 0.136, -1.359], [2.610, 1.051, -2.371], [3.341, 1.121, -3.567], [2.986, 1.957, -4.598], [1.842, 2.764, -4.426], [1.113, 2.744, -3.270], [1.464, 1.902, -2.152], [0.821, 1.955, -1.072], [-3.063, 1.574, 3.456], [-3.562, 0.744, 5.724], [-1.889, -0.613, 6.984], [0.280, -1.136, 5.905], [1.841, -0.849, 4.246], [3.347, -1.172, 2.792], [3.462, 0.457, 2.098], [2.543, -2.029, 0.615], [4.122, -1.238, 0.420], [4.041, -0.331, -1.545], [4.211, 0.476, -3.669], [3.558, 1.990, -5.517], [1.525, 3.415, -5.236], [0.230, 3.359, -3.144], [-3.193, 0.595, -0.661], [-2.333, -0.833, -1.586], [-1.079, -1.288, -1.165], [-0.565, -2.371, -1.849], [0.995, -3.038, -1.389], [-1.232, -2.996, -2.916], [-0.582, -4.404, -3.692], [-2.431, -2.450, -3.357], [-3.258, -3.160, -4.713], [-2.949, -1.329, -2.714], [-4.434, -0.626, -3.347], [-4.202, -0.120, 0.183], [-1.916, 1.371, -0.283], [-3.769, 0.707, -1.852], [-4.044, 2.015, -0.651], [-4.846, -0.591, 0.881]], "charge": -2, "de_lowest_kj_mol": 1443.3, "gap_ev": 4.5, "homo_energy_ha": -0.0063}



No. 6
{"formula": "C28H58BNO8S6", "method": "ωB97M-V with the def2-TZVPD basis set", "symbols": ["C", "C", "C", "C", "B", "C", "C", "C", "S", "C", "S", "N", "C", "C", "C", "C", "H", "H", "H", "H", "H", "H", "H", "H", "H", "H", "H", "H", "H", "H", "H", "H", "H", "H", "H", "H", "H", "H", "H", "H", "H", "H", "C", "C", "C", "S", "O", "O", "C", "H", "H", "H", "H", "H", "H", "H", "H", "C", "C", "C", "S", "O", "O", "C", "H", "H", "H", "H", "H", "H", "H", "H", "C", "C", "C", "S", "O", "O", "C", "H", "H", "H", "H", "H", "H", "H", "H", "C", "C", "C", "S", "O", "O", "C", "H", "H", "H", "H", "H", "H", "H", "H"], "coordinates": [[2.325, -8.557, 4.478], [3.643, -7.796, 4.688], [3.719, -6.540, 3.784], [4.315, -6.903, 2.408], [4.584, -5.416, 4.441], [4.035, -3.964, 4.663], [3.760, -3.205, 3.331], [2.536, -2.272, 3.409], [1.156, -2.627, 2.287], [0.689, -4.363, 2.469], [1.138, -5.391, 1.291], [-0.209, -4.767, 3.458], [-0.173, -4.072, 4.743], [0.169, -5.029, 5.890], [-1.559, -5.063, 2.935], [-1.961, -6.543, 3.028], [1.519, -8.100, 5.058], [2.402, -9.602, 4.791], [2.023, -8.538, 3.427], [4.488, -8.451, 4.458], [3.709, -7.502, 5.741], [2.696, -6.170, 3.643], [5.410, -6.931, 2.445], [3.960, -7.884, 2.078], [4.027, -6.185, 1.636], [5.709, -5.696, 4.766], [3.102, -4.031, 5.243], [4.740, -3.375, 5.257], [4.631, -2.573, 3.140], [3.678, -3.879, 2.474], [2.787, -1.254, 3.094], [2.201, -2.194, 4.445], [0.567, -3.278, 4.698], [-1.135, -3.592, 4.942], [-0.308, -5.998, 5.729], [1.246, -5.213, 5.932], [-0.154, -4.622, 6.851], [-1.610, -4.730, 1.896], [-2.270, -4.446, 3.492], [-2.972, -6.660, 3.423], [-1.275, -7.064, 3.698], [-1.893, -7.038, 2.059], [-0.514, 1.603, 0.550], [-0.302, 3.123, 0.596], [0.932, 3.377, 1.465], [1.978, 1.925, 1.302], [2.075, 1.264, 2.583], [3.179, 2.255, 0.575], [0.854, 1.000, 0.258], [-1.233, 1.313, -0.214], [-0.876, 1.248, 1.519], [-0.126, 3.506, -0.410], [-1.167, 3.649, 0.999], [1.497, 4.244, 1.137], [0.682, 3.478, 2.519], [0.935, -0.057, 0.505], [1.151, 1.172, -0.776], [-4.721, 4.147, -2.152], [-4.654, 3.681, -3.614], [-3.185, 3.731, -4.047], [-2.220, 3.473, -2.554], [-1.466, 4.675, -2.272], [-1.548, 2.200, -2.590], [-3.611, 3.396, -1.425], [-5.693, 3.946, -1.704], [-4.539, 5.222, -2.092], [-5.023, 2.657, -3.695], [-5.269, 4.301, -4.264], [-2.936, 2.955, -4.765], [-2.906, 4.707, -4.439], [-3.312, 3.837, -0.476], [-3.857, 2.343, -1.291], [-1.417, 1.762, -9.663], [-2.168, 0.423, -9.649], [-2.344, 0.013, -8.182], [-2.389, 1.546, -7.241], [-1.246, 1.606, -6.369], [-3.712, 1.758, -6.702], [-2.114, 2.642, -8.631], [-1.430, 2.224, -10.649], [-0.375, 1.611, -9.377], [-3.145, 0.547, -10.119], [-1.632, -0.345, -10.204], [-3.268, -0.526, -7.991], [-1.497, -0.558, -7.808], [-1.524, 3.489, -8.287], [-3.091, 2.978, -8.978], [0.148, 7.493, -1.408], [-0.317, 8.910, -1.043], [-0.689, 8.900, 0.445], [0.332, 7.625, 1.205], [-0.527, 6.567, 1.681], [1.300, 8.223, 2.086], [1.121, 7.080, -0.310], [0.624, 7.462, -2.387], [-0.697, 6.804, -1.430], [0.494, 9.620, -1.214], [-1.164, 9.226, -1.651], [-0.481, 9.840, 0.950], [-1.725, 8.612, 0.609], [1.290, 6.007, -0.250], [2.072, 7.607, -0.384]], "smiles": "CC[C@H](C)BCCCSC(=S)N(CC)CC.O=S1(=O)CCCC1.O=S1(=O)CCCC1.O=S1(=O)CCCC1.O=S1(=O)CCCC1", "charge": 0, "gap_ev": 7.9, "homo_energy_ha": -0.2890}